18
Properties=species:S:1:pos:R:3:forces:R:3 method="wB97M-V/def2-TZVPD" homo_ha=-0.2658 lumo_ev=0.6 relative_energy_kcal_mol=82.99 energy_ha=-326.99909
C -2.54894 0.45180 -0.55909 0.10 0.50 0.14
C -1.32451 0.80772 -0.94485 -0.34 -0.74 0.23
C -0.25115 1.31655 -0.01002 0.42 0.01 0.07
N 1.12539 1.04210 -0.37851 1.19 0.27 -0.11
C 1.66993 -0.20559 -0.20078 -0.93 0.43 -0.39
C 2.58623 -0.86077 -0.98448 -0.61 0.14 1.79
H -3.38339 0.35672 -1.24336 0.26 -0.44 -0.22
H -2.82412 0.38094 0.48633 0.12 0.18 0.14
H -1.08245 0.74410 -2.00147 0.08 0.41 -0.04
H -0.35510 2.40033 -0.04354 -0.02 0.16 0.37
H -0.35349 0.96833 1.02011 -0.52 0.08 -0.09
H 1.47075 1.55864 -1.17172 -0.05 -0.08 -0.13
H 1.22671 -0.62469 0.70716 -0.63 -0.90 -0.79
H 3.57760 -0.42951 -1.06605 -0.19 0.04 -1.37
H 2.41054 -1.92888 -0.89897 1.12 -0.12 0.42
O -0.41478 -1.73316 2.25351 0.10 0.17 -0.01
H -0.43594 -1.96680 3.18319 0.04 -0.02 0.18
H -1.09328 -2.27782 1.85253 -0.14 -0.10 -0.18


18
Properties=species:S:1:pos:R:3:forces:R:3 method="wB97M-V/def2-TZVPD" homo_ha=-0.3128 lumo_ev=1.0 relative_energy_kcal_mol=66.62 energy_ha=-327.02519
C -3.02631 0.25919 0.04498 0.24 -0.05 0.10
C -1.74211 0.11241 -0.24010 -0.17 0.44 -0.13
O -0.84278 -0.26700 0.71111 0.23 0.06 0.15
C 0.38397 -0.73014 0.34952 0.42 -0.86 -1.08
C 0.70666 -1.16936 -0.89793 -1.03 -1.24 1.52
C 1.32664 -0.71755 1.50903 -0.16 0.07 -0.09
H -3.70702 0.64300 -0.69257 -0.03 0.05 -0.18
H -3.40958 0.05176 1.02982 -0.05 -0.16 0.13
H -1.31985 0.41565 -1.19111 0.06 -0.22 -0.04
H 1.59803 -1.76503 -1.00608 0.41 0.34 -0.01
H -0.07531 -1.43880 -1.59141 -0.13 0.40 -0.26
H 2.27809 -1.17175 1.24144 -0.05 -0.02 -0.03
H 0.88517 -1.26110 2.34578 0.01 -0.02 -0.01
H 1.49964 0.30939 1.82199 -0.02 0.07 0.03
N 1.29860 1.62047 -0.67024 0.25 -1.54 -1.25
H 0.64316 2.38669 -0.83488 0.27 -0.60 -0.47
H 2.23563 2.00724 -0.58636 -0.22 -0.15 -0.29
H 1.26736 0.71493 -1.34299 -0.04 3.42 1.93


18
Properties=species:S:1:pos:R:3:forces:R:3 method="wB97M-V/def2-TZVPD" homo_ha=-0.2841 lumo_ev=0.8 relative_energy_kcal_mol=57.36 energy_ha=-327.03993
C 0.73386 2.07620 1.30614 -0.45 -0.39 -0.88
C 0.71788 1.68740 0.02610 0.63 0.62 -0.09
C -0.13529 0.66576 -0.60951 0.18 2.10 0.95
C 0.63931 -0.17001 -1.55667 -0.90 -2.19 -0.33
C -1.44771 0.67757 -0.33781 -0.40 -0.96 -2.49
N -2.37072 -0.21718 -0.95547 0.33 0.28 0.66
H -0.14779 1.84705 1.89710 0.51 -0.33 0.52
H 1.60838 2.57003 1.70465 -0.40 0.59 0.11
H 1.46659 2.11549 -0.65557 0.21 -0.48 0.39
H 1.66221 -0.41803 -1.28163 0.10 0.54 0.21
H 0.16081 -1.15456 -1.57997 0.00 -0.22 -0.12
H 0.60481 0.12453 -2.60865 0.05 0.54 0.16
H -1.97662 1.57479 -0.06325 0.35 0.15 1.06
H -1.96944 -1.11588 -1.18126 -0.02 -0.06 0.02
H -3.16762 -0.34019 -0.34827 -0.18 -0.17 -0.16
O 0.81935 -3.29003 2.01641 -0.43 0.07 -0.34
H 1.26871 -3.53292 2.81586 0.21 -0.21 0.71
H 1.53330 -3.10002 1.41180 0.20 0.14 -0.37


18
Properties=species:S:1:pos:R:3:forces:R:3 method="wB97M-V/def2-TZVPD" homo_ha=-0.3211 lumo_ev=1.1 relative_energy_kcal_mol=54.23 energy_ha=-327.04493
C -1.66511 2.28096 -0.54180 -0.13 0.25 0.07
O -1.18699 1.04685 -1.01778 -0.02 -0.07 -0.06
C 0.03782 0.69342 -0.45571 0.18 0.02 0.02
C 0.07433 -0.00740 0.92158 -0.11 0.13 0.22
N 1.12432 -0.87291 0.37292 0.03 -0.13 0.06
C 1.20501 -2.24221 0.81761 0.05 -0.13 0.05
C 0.64259 -0.60653 -0.98663 0.05 0.01 -0.27
H -2.59439 2.49524 -1.07405 0.12 -0.01 0.10
H -0.94537 3.09068 -0.73857 -0.09 -0.12 0.02
H -1.87000 2.25333 0.53898 0.03 -0.03 -0.14
H 0.75097 1.52938 -0.49894 -0.11 -0.10 -0.01
H 0.34797 0.55433 1.82223 -0.03 -0.07 -0.16
H -0.88157 -0.53729 1.08417 0.12 0.03 -0.01
H 0.25867 -2.79956 0.68075 0.10 0.11 0.01
H 1.47240 -2.26936 1.87982 -0.05 -0.01 -0.16
H 1.99354 -2.76021 0.25982 -0.13 0.06 0.09
H -0.17223 -1.28394 -1.29600 0.10 0.04 0.05
H 1.40804 -0.56477 -1.76842 -0.10 0.01 0.12


18
Properties=species:S:1:pos:R:3:forces:R:3 method="wB97M-V/def2-TZVPD" homo_ha=-0.3355 lumo_ev=1.0 relative_energy_kcal_mol=40.26 energy_ha=-327.06718
C 2.11719 -0.81983 0.81685 0.25 -0.91 -0.75
C 1.13307 0.04054 0.01908 0.62 1.07 0.50
N -0.23037 -0.03068 0.56006 -0.61 1.13 -0.02
C -0.53741 1.09600 1.38699 0.41 -2.31 -1.44
O -1.41959 1.85391 1.11178 -0.21 0.56 1.00
C -1.33035 -0.43199 -0.30624 -0.27 -0.64 -0.81
C -1.50407 0.27896 -1.66123 0.01 -1.17 0.36
H 2.91481 -0.27165 1.31017 -0.19 0.28 0.15
H 1.54787 -1.39819 1.53185 -0.03 0.04 0.39
H 2.63610 -1.57235 0.21507 -0.10 0.11 -0.21
H 1.14942 -0.02360 -1.06905 -0.15 -1.01 0.08
H 1.49109 1.08015 0.06911 -0.15 0.01 0.38
H 0.10125 0.95805 2.27419 -0.06 1.28 0.30
H -2.24236 -0.37937 0.26345 -0.29 0.25 0.37
H -1.21645 -1.50143 -0.49859 0.29 -0.05 -0.07
H -1.98440 -0.38483 -2.38442 -0.16 -0.17 0.20
H -0.49012 0.34832 -2.03412 0.00 1.03 -0.48
H -2.13569 1.15797 -1.60495 0.63 0.49 0.01


18
Properties=species:S:1:pos:R:3:forces:R:3 method="wB97M-V/def2-TZVPD" homo_ha=-0.3487 lumo_ev=0.9 relative_energy_kcal_mol=7.03 energy_ha=-327.12014
C -2.02069 0.00604 -1.15466 -0.30 -0.34 -0.21
C -0.57001 -0.40495 -1.31222 -0.06 -0.54 -0.04
C 0.43030 0.59415 -0.74943 -0.17 0.68 0.25
C 0.13146 0.98331 0.69550 -0.03 -0.20 -0.22
O -0.61500 1.90476 0.97042 0.03 0.15 -0.07
N 0.69678 0.23817 1.68317 0.18 -0.04 0.20
C 1.68639 -0.80777 1.53810 0.18 0.21 -0.24
H -2.66547 -0.70160 -1.68862 0.09 0.07 0.08
H -2.32494 -0.00899 -0.11014 -0.03 0.23 0.03
H -2.20381 0.98855 -1.58169 -0.02 0.18 0.13
H -0.36130 -0.58273 -2.36643 0.15 0.18 -0.13
H -0.43617 -1.38774 -0.84780 0.08 0.05 0.14
H 1.44753 0.23179 -0.84589 0.18 -0.07 -0.10
H 0.35484 1.54473 -1.28986 0.02 -0.21 -0.03
H 0.59068 0.65511 2.59515 -0.12 -0.09 0.03
H 2.70745 -0.42312 1.50007 0.10 0.12 0.18
H 1.60732 -1.50537 2.36981 -0.04 -0.08 -0.11
H 1.54463 -1.32433 0.59452 -0.22 -0.28 0.10


18
Properties=species:S:1:pos:R:3:forces:R:3 method="wB97M-V/def2-TZVPD" homo_ha=-0.2616 lumo_ev=-3.8 relative_energy_kcal_mol=219.71 energy_ha=-326.78122
O -0.82043 -2.30711 -2.08765 -1.21 1.67 0.42
C -1.53109 -1.29160 -2.24488 0.11 0.85 -1.85
C -2.58826 -0.65763 -1.53523 0.08 -0.46 1.60
C 0.26438 1.85000 0.98191 1.24 1.19 2.53
C 0.70601 0.84828 1.91976 0.89 -3.48 0.21
C 1.58792 -0.83444 0.14554 0.78 -0.78 0.39
N 2.10737 0.14060 1.09365 -2.69 4.29 -0.09
H -1.45596 -0.59001 -3.15286 0.83 -1.29 0.14
H -3.28694 0.04411 -1.99841 0.71 -0.16 -0.20
H -2.82676 -0.89420 -0.50978 -0.08 -0.34 0.21
H 1.06902 2.66424 1.03912 -1.55 -0.70 -1.06
H -0.77733 2.11242 0.96050 -0.26 0.02 -0.87
H 1.09774 1.26199 2.89047 0.00 -0.34 -1.03
H 0.06809 -0.07314 2.14092 0.45 1.59 -0.36
H 2.40000 -1.10016 -0.57775 -0.85 0.26 0.45
H 1.29779 -1.70092 0.70453 0.22 -0.88 0.24
H 0.67258 -0.53312 -0.30054 -0.62 0.45 -1.09
H 2.01587 1.06068 0.53069 1.94 -1.90 0.37


18
Properties=species:S:1:pos:R:3:forces:R:3 method="wB97M-V/def2-TZVPD" homo_ha=-0.3524 lumo_ev=0.9 relative_energy_kcal_mol=44.27 energy_ha=-327.06079
C -1.74490 -0.71637 -0.51542 1.52 -1.73 1.21
C -1.01525 0.60264 -0.69726 2.36 -0.15 1.28
C 0.57362 0.60872 0.16513 -2.43 0.33 -1.12
C 0.38865 1.31145 1.50850 -0.16 -0.05 -0.18
N 1.05385 -0.74179 0.30480 -1.41 -1.01 -0.80
C 1.88592 -1.20838 -0.70698 -0.08 -0.10 -0.03
O 2.58322 -0.55174 -1.45057 -0.39 -0.14 0.56
H -1.98585 -1.26898 -1.42816 -0.26 0.49 0.03
H -1.00124 -1.52697 -0.00130 -2.33 1.50 -1.15
H -2.59010 -0.68540 0.17832 0.04 0.08 -0.34
H -0.77459 0.81038 -1.75159 -0.13 -0.06 0.49
H -1.50718 1.46542 -0.23277 -0.13 -0.34 -0.35
H 1.16053 1.15978 -0.57157 0.31 -0.16 0.50
H -0.04319 2.30168 1.33452 0.02 -0.10 0.13
H -0.31197 0.72663 2.11698 0.03 0.16 -0.02
H 1.30006 1.44223 2.11026 -0.07 -0.19 -0.45
H 0.18528 -1.42092 0.40329 2.92 1.54 0.24
H 1.84315 -2.30837 -0.76617 0.19 -0.06 0.00


18
Properties=species:S:1:pos:R:3:forces:R:3 method="wB97M-V/def2-TZVPD" homo_ha=-0.3416 lumo_ev=0.9 relative_energy_kcal_mol=10.81 energy_ha=-327.11412
C 0.03212 1.70128 0.45924 -0.03 0.02 0.04
C 0.46166 0.49181 -0.36856 0.10 0.09 -0.06
C 1.83131 -0.02747 0.06714 0.03 -0.04 0.03
N -0.55251 -0.56470 -0.35612 -0.10 0.00 -0.22
C -0.96678 -1.16707 0.89602 -0.05 -0.07 0.13
C -1.23196 -0.83756 -1.50386 0.08 0.05 -0.02
O -1.04122 -0.31035 -2.58403 -0.07 -0.15 0.26
H -0.06824 1.44699 1.52116 0.00 0.02 -0.13
H 0.78647 2.49034 0.38010 -0.10 -0.09 0.01
H -0.92181 2.10192 0.10420 0.10 -0.06 0.04
H 0.51868 0.78663 -1.41906 0.02 0.00 0.13
H 2.11466 -0.91463 -0.50709 -0.04 0.11 0.07
H 2.58749 0.74654 -0.10065 -0.11 -0.11 0.02
H 1.85510 -0.27831 1.13450 -0.01 0.02 -0.15
H -0.11981 -1.21073 1.58480 -0.10 -0.01 -0.11
H -1.77736 -0.61212 1.38507 0.13 -0.02 -0.05
H -1.30590 -2.19376 0.72916 0.03 0.16 -0.02
H -2.00113 -1.62225 -1.36425 0.10 0.08 0.01


18
Properties=species:S:1:pos:R:3:forces:R:3 method="wB97M-V/def2-TZVPD" homo_ha=-0.2401 lumo_ev=0.8 relative_energy_kcal_mol=124.09 energy_ha=-326.93360
C 2.64427 0.70578 0.22265 0.26 -0.02 0.14
O 1.41609 0.98712 -0.40798 -0.09 0.07 0.00
C 0.61883 -0.15176 -0.59048 -0.14 -0.16 0.00
C -0.12153 -0.62778 0.68161 0.02 -0.14 0.21
N -1.35815 0.08900 0.25922 -0.27 -0.03 0.41
C -2.72561 -0.44886 0.65165 -0.29 -0.59 -0.33
C -0.74925 0.26404 -1.13224 -0.20 0.03 0.00
H 3.17756 1.65363 0.32136 -0.07 -0.16 -0.01
H 3.25462 0.01021 -0.37350 -0.13 0.10 0.06
H 2.50056 0.27370 1.22409 0.02 0.06 -0.15
H 1.16703 -0.92777 -1.14667 -0.16 0.16 0.12
H -0.31702 -1.70381 0.68489 -0.01 0.16 0.04
H 0.27513 -0.30681 1.64648 -0.08 -0.05 -0.11
H -1.63423 0.84349 0.89448 1.22 0.88 -0.67
H -2.74004 -1.52535 0.47334 -0.01 -0.15 -0.32
H -3.39441 0.06858 -0.05410 -0.05 -0.19 0.23
H -0.80564 1.26884 -1.55445 -0.05 -0.12 0.16
H -1.20823 -0.47226 -1.80036 0.02 0.15 0.21


18
Properties=species:S:1:pos:R:3:forces:R:3 method="wB97M-V/def2-TZVPD" homo_ha=-0.2966 lumo_ev=0.7 relative_energy_kcal_mol=46.09 energy_ha=-327.05790
C -1.04653 1.80764 1.73793 0.16 -0.24 0.38
C -1.30255 0.59442 1.24865 0.53 -0.38 -0.40
C -1.07826 0.19422 -0.13449 -0.80 -0.04 -0.32
C -0.94166 -1.07103 -0.55702 1.84 0.04 0.61
C -0.54297 -1.37358 -1.96969 -0.59 -0.54 -0.11
N -0.69923 -2.16910 0.32611 -1.02 0.03 -0.39
H -0.86925 1.92893 2.80188 -0.63 0.22 -0.02
H -0.87589 2.67247 1.10709 0.24 -0.16 -0.09
H -1.57078 -0.24797 1.88961 0.23 0.43 0.30
H -0.96118 0.94377 -0.90359 -0.11 0.33 0.07
H -1.19639 -2.16410 -2.35843 0.03 0.13 -0.19
H -0.63118 -0.49175 -2.58640 -0.16 0.17 -0.26
H 0.47359 -1.76342 -2.06460 -0.03 0.09 0.35
H -0.70289 -1.90451 1.29848 0.00 0.13 0.10
H -1.42371 -2.87328 0.20722 0.31 -0.20 -0.05
O 4.56419 2.05026 0.35825 -0.26 -0.12 -0.64
H 3.65939 2.01163 -0.00363 0.62 0.00 0.23
H 5.14531 1.85540 -0.39736 -0.37 0.11 0.42


18
Properties=species:S:1:pos:R:3:forces:R:3 method="wB97M-V/def2-TZVPD" homo_ha=-0.3338 lumo_ev=1.0 relative_energy_kcal_mol=51.26 energy_ha=-327.04966
C -0.63239 1.97388 -0.62870 -0.09 -0.23 -0.27
C -0.27184 1.48831 0.73591 1.31 -0.47 0.44
C 0.54871 0.47566 1.09136 -1.35 0.98 0.68
C 1.04129 -0.63474 0.24917 -1.80 -0.60 -1.32
N 1.99147 -0.24375 -0.73447 -0.16 -0.36 -0.24
O -0.21436 -1.15361 -0.51071 2.04 -0.10 0.07
C -1.18976 -1.96061 0.10575 -0.21 0.40 0.18
H -1.71861 1.97554 -0.74836 0.02 0.11 -0.05
H -0.22118 1.36903 -1.43754 -0.09 -0.03 0.15
H -0.27296 2.99990 -0.76618 -0.12 -0.08 0.08
H -0.62999 2.12362 1.54367 0.05 -0.08 -0.01
H 0.72347 0.33011 2.15416 0.01 0.19 -0.01
H 1.45387 -1.44414 0.85732 -0.19 -0.04 -0.11
H 2.32524 -1.07110 -1.21829 0.06 0.02 0.05
H 1.50814 0.30243 -1.44099 0.18 0.19 0.13
H -0.83428 -2.57324 0.94391 0.18 0.19 -0.03
H -1.60162 -2.64941 -0.64350 0.16 0.19 0.05
H -2.00520 -1.30787 0.44750 -0.01 -0.28 0.22